(one)
Computed, not measured: one molecule with the formula C13H23NO, with ωB97M-V/def2-TZVPD.

Values from the calculation:
Net charge: 0
LUMO level, eV: 0.66
Spin multiplicity: 1
SMILES string: N#CC1(O)CCCCCCCCCCC1

Last column: natural (NBO) charge in e.
CARTESIAN COORDINATES (ANGSTROEM)
1 N -1.825 -3.761 -2.184  -0.2832
2 C -1.133 -2.788 -2.399  0.2636
3 C -0.106 -1.801 -2.082  0.1822
4 O 0.845 -1.992 -3.216  -0.7563
5 C 0.582 -1.896 -0.604  -0.4396
6 C 1.985 -1.167 -0.407  -0.4102
7 C 2.282 -0.522 1.019  -0.4167
8 C 1.489 0.749 1.306  -0.4807
9 C 0.340 0.265 2.339  -0.4012
10 C -0.620 1.343 2.718  -0.4042
11 C -1.037 2.364 1.500  -0.4174
12 C -1.928 1.689 0.479  -0.4378
13 C -0.921 0.937 -0.566  -0.4413
14 C -1.714 0.188 -1.479  -0.4574
15 C -0.681 -0.326 -2.364  -0.3855
16 H 1.394 -1.290 -3.596  0.4939
17 H 0.841 -3.067 -0.709  0.2331
18 H -0.057 -1.854 0.247  0.2261
19 H 2.037 -0.251 -1.037  0.1982
20 H 2.837 -2.019 -0.734  0.2309
21 H 2.156 -1.265 1.877  0.2104
22 H 3.373 -0.316 1.001  0.2147
23 H 0.813 1.440 0.483  0.2592
24 H 2.320 1.391 1.882  0.2202
25 H -0.203 -0.621 1.763  0.1909
26 H 0.933 -0.139 3.330  0.2191
27 H -1.486 0.967 3.104  0.1997
28 H -0.135 1.979 3.560  0.1985
29 H -0.126 2.934 1.125  0.2019
30 H -1.379 3.285 2.047  0.2202
31 H -2.494 0.959 1.140  0.1946
32 H -2.797 2.215 0.180  0.2274
33 H -0.280 1.791 -1.007  0.1943
34 H -0.020 0.353 -0.067  0.2749
35 H -2.321 -0.634 -0.872  0.2316
36 H -2.244 0.934 -2.154  0.2262
37 H -1.009 -0.358 -3.389  0.2196
38 H 0.285 0.284 -2.236  0.2002



(two)
Computed, not measured: one molecule with the formula C13H23NO, with ωB97M-V/def2-TZVPD.

Values from the calculation:
Net charge: 0
LUMO level, eV: 0.76
Spin multiplicity: 1
SMILES string: CCC(O)(C#CCN1CCCCC1)CC

Last column: natural (NBO) charge in e.
CARTESIAN COORDINATES (ANGSTROEM)
1 C 3.883 -0.527 -1.528  -0.6181
2 C 3.218 -1.735 -0.636  -0.3923
3 C 2.332 -1.266 0.182  0.0406
4 O 2.663 -0.386 1.193  -0.7088
5 C 1.314 -0.665 -0.589  0.0203
6 C 0.200 -0.446 -1.289  -0.0192
7 C -0.884 0.132 -2.001  -0.3204
8 N -1.826 1.046 -1.190  -0.4138
9 C -2.476 0.094 0.029  -0.1968
10 C -3.577 0.848 0.519  -0.4150
11 C -3.037 2.298 0.927  -0.3439
12 C -2.273 3.056 0.181  -0.4341
13 C -1.219 2.085 -0.629  -0.2265
14 C 1.755 -2.442 1.058  -0.3534
15 C 0.545 -2.264 2.070  -0.6039
16 H 4.607 -0.863 -2.182  0.1999
17 H 3.003 -0.385 -2.335  0.2151
18 H 4.311 0.400 -0.788  0.2321
19 H 4.156 -2.077 -0.101  0.2313
20 H 3.014 -2.591 -1.549  0.2628
21 H 2.151 0.122 1.618  0.4794
22 H -0.579 0.924 -2.738  0.2303
23 H -1.408 -0.473 -2.600  0.2250
24 H -2.782 -0.610 -0.498  0.1808
25 H -1.928 -0.393 0.643  0.1884
26 H -4.173 1.308 -0.108  0.2114
27 H -4.115 0.390 1.367  0.2132
28 H -3.759 2.937 1.664  0.2147
29 H -2.346 1.911 1.900  0.1473
30 H -2.850 3.460 -0.691  0.1795
31 H -1.921 3.896 0.584  0.2212
32 H -0.529 2.794 -1.283  0.1940
33 H -0.400 2.019 0.120  0.1574
34 H 1.456 -3.281 0.302  0.1843
35 H 2.513 -2.972 1.805  0.2135
36 H -0.244 -1.829 1.370  0.1971
37 H 0.221 -3.068 2.549  0.2094
38 H 0.986 -1.448 2.656  0.1975



Q: Which of them is the most stable? A: (one).